a | # C3H11NO

A 2-piece molecular cluster, C3H11NO overall (ωB97M-V/def2-TZVPD, the OMol25 dataset).

## Properties
SMILES string ... CCN.CO
Spin multiplicity ... 1
Frontier orbital gap ... 10.8 eV
Molecular weight ... 77.127 g/mol

The geometry in XYZ format:
```
16
Properties=species:S:1:pos:R:3:nbo_charge:R:1
C 1.01 0.84 -2.56 -0.6350
C -0.01 -0.28 -2.36 -0.2448
N -1.50 -0.30 -2.59 -0.7939
H 1.95 0.62 -2.07 0.2210
H 1.22 1.14 -3.59 0.2024
H 0.64 1.80 -2.16 0.2039
H 0.24 -1.20 -2.90 0.1871
H 0.14 -0.69 -1.35 0.1818
H -1.47 -0.07 -3.59 0.3367
H -1.94 0.53 -2.19 0.3408
C 0.28 -0.24 4.14 -0.2575
O -1.15 -0.47 4.01 -0.7141
H 0.49 0.07 5.17 0.1601
H 0.82 -1.16 3.94 0.1682
H 0.54 0.63 3.53 0.1869
H -1.27 -1.23 4.57 0.4566
```

b | # C3H11NO

A 2-piece molecular cluster, C3H11NO overall (ωB97M-V/def2-TZVPD, the OMol25 dataset).

## Properties
SMILES string ... CCNC.O
Spin multiplicity ... 1
Frontier orbital gap ... 9.5 eV
Molecular weight ... 77.127 g/mol

The geometry in XYZ format:
```
16
Properties=species:S:1:pos:R:3:nbo_charge:R:1
C 1.54 -0.73 1.47 -0.6097
C 1.54 0.27 0.13 -0.2037
N 1.17 -0.49 -1.00 -0.6320
C 0.41 0.16 -2.17 -0.4736
H 0.85 -1.52 1.31 0.1955
H 1.28 -0.05 2.33 0.2046
H 2.47 -1.17 1.80 0.2094
H 2.68 0.50 0.10 0.1852
H 0.94 1.10 0.28 0.1615
H 0.40 -1.09 -0.80 0.3376
H -0.51 0.67 -1.72 0.1943
H 0.90 1.15 -2.35 0.1900
H 0.65 -0.53 -2.98 0.2409
O -4.72 0.51 1.54 -0.9589
H -5.43 1.09 1.28 0.4773
H -4.17 0.15 0.78 0.4817
```

It is b that is the least stable of them.

a | # C3H11NO

A 2-piece molecular cluster, C3H11NO overall (ωB97M-V/def2-TZVPD, the OMol25 dataset).

## Properties
SMILES string ... CNC.CO
Spin multiplicity ... 1
Frontier orbital gap ... 10.3 eV
Molecular weight ... 77.127 g/mol

The geometry in XYZ format:
```
16
Properties=species:S:1:pos:R:3:nbo_charge:R:1
C -0.19 -0.77 -1.26 -0.4459
N -1.11 -0.22 -0.26 -0.6455
C -1.85 -1.29 0.40 -0.4133
H 0.08 0.09 -1.89 0.2177
H -0.68 -1.47 -1.95 0.1727
H 0.78 -1.16 -0.98 0.2072
H -1.78 0.44 -0.61 0.3709
H -1.18 -1.94 0.95 0.1948
H -2.60 -0.87 1.09 0.1984
H -2.47 -1.90 -0.26 0.1663
C 2.13 1.62 1.01 -0.2490
O 1.12 1.60 0.02 -0.7717
H 1.97 2.47 1.68 0.1694
H 3.07 1.86 0.50 0.1667
H 2.26 0.62 1.40 0.1684
H 0.45 0.91 0.14 0.4929
```

b | # C3H11NO

A 2-piece molecular cluster, C3H11NO overall (ωB97M-V/def2-TZVPD, the OMol25 dataset).

## Properties
SMILES string ... CCN.CO
Spin multiplicity ... 1
Frontier orbital gap ... 9.9 eV
Molecular weight ... 77.127 g/mol

The geometry in XYZ format:
```
16
Properties=species:S:1:pos:R:3:nbo_charge:R:1
C 0.68 2.12 0.37 -0.6372
C 0.58 1.01 -0.62 -0.2200
N 1.54 0.00 -0.11 -0.8243
H 0.27 3.05 -0.03 0.2083
H 1.74 2.48 0.52 0.2051
H 0.17 1.87 1.27 0.2039
H 0.97 1.30 -1.70 0.1803
H -0.43 0.60 -0.78 0.1956
H 2.53 0.25 -0.41 0.3512
H 1.49 0.14 0.88 0.3372
C -1.88 -1.97 0.19 -0.2430
O -0.85 -2.30 -0.64 -0.7173
H -2.66 -1.13 -0.05 0.1746
H -1.39 -1.41 0.96 0.1496
H -2.22 -2.85 0.60 0.1658
H -0.53 -3.17 -0.45 0.4703
```

It is b that is the least stable of them.

a | # C4H9FO

A 3-piece molecular cluster, C4H9FO overall (ωB97M-V/def2-TZVPD, the OMol25 dataset).

## Properties
Spin multiplicity ... 1
Frontier orbital gap (alpha / beta) ... 9.9 / 8.2 eV
Molecular weight ... 92.113 g/mol

The geometry in XYZ format:
```
15
Properties=species:S:1:pos:R:3:nbo_charge:R:1
C -0.08 -0.55 -1.59 -0.5917
C -0.14 0.17 0.81 -0.6250
C 0.17 3.91 0.75 0.4715
C 0.81 -0.11 -0.40 -0.4222
O -0.85 4.36 0.57 -0.1832
F -2.27 3.21 0.64 -0.5048
H -1.00 -1.09 -1.34 0.2050
H 0.46 -1.07 -2.25 0.1993
H -0.35 0.41 -2.12 0.1961
H -0.80 -0.73 0.87 0.2221
H -0.75 1.15 0.51 0.2184
H 0.25 0.39 1.76 0.2009
H 1.54 -0.94 -0.22 0.1916
H 0.61 2.98 1.08 0.2190
H 1.59 0.54 -0.85 0.2032
```

b | # C4H9FO

A 3-piece molecular cluster, C4H9FO overall (ωB97M-V/def2-TZVPD, the OMol25 dataset).

## Properties
Spin multiplicity ... 1
Frontier orbital gap (alpha / beta) ... 9.3 / 8.3 eV
Molecular weight ... 92.113 g/mol

The geometry in XYZ format:
```
15
Properties=species:S:1:pos:R:3:nbo_charge:R:1
C 1.89 -0.63 0.38 -0.5957
C 0.16 1.24 0.19 -0.6438
C -2.20 -1.26 -0.39 0.4650
C 0.85 0.09 -0.55 -0.4041
O -2.54 -0.55 0.42 -0.1486
F -3.64 0.77 -0.01 -0.5866
H 2.12 -1.58 0.01 0.2023
H 1.39 -0.87 1.37 0.1959
H 2.75 -0.06 0.68 0.2094
H -0.60 1.96 -0.39 0.2340
H 0.82 1.99 0.80 0.2112
H -0.48 0.91 1.00 0.2138
H 1.28 0.33 -1.54 0.2146
H -1.94 -1.64 -1.44 0.2642
H 0.13 -0.70 -0.54 0.1684
```

It is b that is the least stable of them.

a | # C3H7NS

A 2-piece molecular cluster, C3H7NS overall (ωB97M-V/def2-TZVPD, the OMol25 dataset).

## Properties
SMILES string ... C=CN=C.S
Spin multiplicity ... 1
Frontier orbital gap ... 10.1 eV
Molecular weight ... 89.163 g/mol

The geometry in XYZ format:
```
12
Properties=species:S:1:pos:R:3:nbo_charge:R:1
C -1.42 0.65 -0.54 -0.4568
C -1.36 0.77 0.81 -0.0327
N -0.22 0.48 1.62 -0.4261
C 0.33 -0.67 1.49 -0.0355
H -0.53 0.36 -1.14 0.1868
H -2.37 0.89 -1.04 0.2131
H -2.26 1.14 1.36 0.2060
H 1.16 -0.97 2.21 0.1849
H 0.01 -1.45 0.71 0.1568
S 2.24 -0.97 -1.53 -0.2885
H 1.24 -0.14 -1.91 0.1381
H 3.17 -0.11 -2.04 0.1538
```

b | # C3H7NS

One molecule with the formula C3H7NS (ωB97M-V/def2-TZVPD, the OMol25 dataset).

## Properties
SMILES string ... C=NSCC
Spin multiplicity ... 1
Frontier orbital gap ... 9.7 eV
Molecular weight ... 89.163 g/mol

The geometry in XYZ format:
```
12
Properties=species:S:1:pos:R:3:nbo_charge:R:1
C 3.01 -0.10 0.03 -0.0931
N 1.83 0.39 0.15 -0.5402
S 0.35 -0.60 0.11 0.3588
C -0.96 0.59 0.01 -0.5502
C -2.16 -0.21 0.02 -0.6254
H 3.83 0.52 -0.21 0.1889
H 3.08 -1.28 -0.22 0.1412
H -0.60 1.04 -0.87 0.2358
H -1.01 1.10 0.96 0.2264
H -2.25 -0.72 1.01 0.2197
H -2.08 -1.06 -0.73 0.2085
H -3.04 0.34 -0.26 0.2297
```

It is b that is the least stable of them.

a | # C3H7NS

One molecule with the formula C3H7NS (ωB97M-V/def2-TZVPD, the OMol25 dataset).

## Properties
SMILES string ... CCC(N)=S
Spin multiplicity ... 1
Frontier orbital gap ... 8.4 eV
Molecular weight ... 89.163 g/mol

The geometry in XYZ format:
```
12
Properties=species:S:1:pos:R:3:nbo_charge:R:1
C -1.49 -0.61 -0.34 -0.6029
C -0.35 0.22 0.35 -0.5470
C 0.97 -0.07 0.03 0.2060
N 1.85 1.06 -0.26 -0.7789
S 1.48 -1.76 -0.04 -0.2232
H -1.99 -0.51 -1.55 0.2390
H -1.35 -1.54 0.00 0.2211
H -2.42 -0.72 0.46 0.2096
H -0.47 1.23 0.14 0.2072
H -0.47 -0.24 1.45 0.2831
H 1.48 2.08 -0.07 0.3963
H 2.75 0.86 -0.17 0.3898
```

b | # C3H7NS

One molecule with the formula C3H7NS (ωB97M-V/def2-TZVPD, the OMol25 dataset).

## Properties
SMILES string ... C=NSCC
Spin multiplicity ... 1
Frontier orbital gap ... 9.3 eV
Molecular weight ... 89.163 g/mol

The geometry in XYZ format:
```
12
Properties=species:S:1:pos:R:3:nbo_charge:R:1
C 2.45 -1.17 -0.40 -0.0626
N 1.12 -1.21 -0.18 -0.5223
S 0.02 0.23 -0.48 0.3714
C -1.22 0.20 0.81 -0.5475
C -2.05 1.36 0.47 -0.6312
H 3.04 -1.84 0.09 0.1738
H 3.20 -0.14 -0.69 0.1424
H -1.05 0.26 1.88 0.2224
H -1.91 -0.85 0.88 0.1957
H -2.33 1.50 -0.60 0.2226
H -1.35 2.11 0.88 0.2134
H -2.79 1.52 1.12 0.2219
```

c | # C3H7NS

C3H7NS as an isolated structure (ωB97M-V/def2-TZVPD, the OMol25 dataset).

## Properties
Spin multiplicity ... 1
Frontier orbital gap ... 8.4 eV
Molecular weight ... 89.163 g/mol

The geometry in XYZ format:
```
12
Properties=species:S:1:pos:R:3:nbo_charge:R:1
C 2.34 -1.60 0.80 -0.4111
C -0.08 -0.62 0.54 -0.3653
C -0.60 0.78 0.18 -0.2141
H 3.38 -1.07 0.13 0.1855
H 2.68 -1.78 1.85 0.2025
H 2.02 -2.44 0.36 0.1679
H 1.66 -1.03 -0.68 0.3682
H -0.84 -1.25 0.03 0.2320
H -0.37 -0.68 1.70 0.2101
H -0.09 1.81 0.57 0.2262
N 1.43 -0.40 0.40 -0.5842
S -1.77 1.12 -0.99 -0.0178
```

It is c that is the least stable of them.